No. 1
{
  "formula": "C6H11N",
  "method": "the ωB97M-V functional and the def2-TZVPD basis",
  "elements": ["C", "C", "C", "C", "C", "C", "N", "H", "H", "H", "H", "H", "H", "H", "H", "H", "H", "H"],
  "positions_angstrom": [[-0.43971, -0.27866, -1.37242], [0.70427, 0.71390, 0.96818], [-0.07520, -1.73508, 0.74480], [0.63848, -0.69858, -0.13014], [-0.87594, 0.92850, -0.82028], [-1.49310, 2.04179, -0.58881], [1.83375, -0.92752, -0.64552], [2.57326, -0.73583, 0.03099], [-1.21411, -1.03426, -1.50916], [0.17618, -0.18644, -2.26297], [-0.17056, 1.01750, 1.54162], [1.39704, 0.25368, 1.67564], [1.20810, 1.56012, 0.50397], [0.49794, -1.92967, 1.65206], [-0.15342, -2.66546, 0.17933], [-1.07332, -1.39348, 1.02340], [-1.34287, 2.61300, 0.32416], [-2.19080, 2.45649, -1.31485]],
  "forces_ev_per_angstrom": [[0.85, -0.37, 0.65], [0.63, -1.48, -0.52], [0.00, -0.21, -0.34], [-1.75, 1.97, 1.09], [-0.66, 0.33, -0.37], [-0.04, 0.06, -0.04], [1.04, -0.56, -0.39], [-0.05, 0.19, -0.01], [0.07, -0.01, 0.14], [-0.02, 0.02, 0.00], [-0.11, -0.11, -0.22], [0.12, 0.11, 0.12], [-0.12, -0.04, -0.08], [0.04, 0.05, -0.05], [-0.05, -0.03, 0.06], [0.03, 0.06, -0.06], [0.06, 0.02, 0.00], [-0.04, 0.01, 0.02]],
  "mulliken_charge": [-0.675, -1.648, -1.502, 1.304, 0.404, -0.879, -0.841, 0.254, 0.304, 0.313, 0.355, 0.556, 0.397, 0.371, 0.403, 0.346, 0.260, 0.277],
  "total_energy_ha": -289.75558,
  "relative_energy_ev": 5.880,
  "gap_ev": [9.231, 6.653]
}



No. 2
{
  "formula": "CF3Mn",
  "method": "the ωB97M-V functional and the def2-TZVPD basis",
  "elements": ["C", "F", "F", "Mn", "F"],
  "positions_angstrom": [[-0.43825, -0.05995, -0.06394], [-1.02689, 0.16590, 1.07737], [-1.45529, -0.24100, -0.86773], [1.62668, -0.31061, -0.98351], [1.29376, 0.44565, 0.83781]],
  "forces_ev_per_angstrom": [[-2.92, -1.07, -0.04], [1.02, -0.08, -0.73], [-0.61, 0.24, -0.57], [0.10, 0.42, 1.13], [2.41, 0.49, 0.22]],
  "lowdin_spin": [0.123, 0.014, 0.028, 5.646, 0.190],
  "total_energy_ha": -1488.55180,
  "spin_multiplicity": 7,
  "gap_ev": [6.391, 9.553]
}



No. 3
{
  "formula": "C11H29Cl2PSTl",
  "method": "the ωB97M-V functional and the def2-TZVPD basis",
  "elements": ["Tl", "Cl", "Cl", "H", "H", "P", "C", "C", "C", "C", "H", "C", "H", "H", "H", "H", "H", "H", "H", "C", "C", "H", "H", "H", "H", "H", "H", "C", "H", "C", "H", "H", "H", "H", "H", "H", "C", "S", "C", "H", "H", "H", "H", "H", "H"],
  "positions_angstrom": [[-2.08493, 0.37930, -3.06828], [0.18569, -1.21925, -3.91374], [-1.83558, -0.27058, -0.62464], [1.00987, 2.17000, -0.02147], [0.37626, 1.73693, -0.14723], [0.29562, -0.04681, -6.00625], [1.90096, -0.52823, -6.76196], [-1.03511, -0.93800, -6.93736], [0.17001, 1.76512, -6.44735], [2.67870, -1.57600, -5.96072], [2.50457, 0.39600, -6.71985], [1.77204, -0.97990, -8.21253], [1.21598, -1.91881, -8.29946], [2.78074, -1.16959, -8.58516], [1.29881, -0.22588, -8.84108], [2.87518, -1.21813, -4.94660], [3.64896, -1.72933, -6.45664], [2.16147, -2.54434, -5.93478], [1.16437, 2.16357, -6.18332], [-0.87254, 2.51742, -5.61667], [-0.02093, 1.96443, -7.95357], [0.88956, 1.70884, -8.50696], [-0.23967, 3.01887, -8.15484], [-0.85976, 1.38185, -8.35315], [-0.70989, 2.37524, -4.54004], [-1.90357, 2.23318, -5.86833], [-0.77504, 3.58977, -5.83154], [-1.06472, -2.44290, -6.63142], [-0.70212, -0.78840, -7.97587], [-2.41574, -0.29705, -6.74518], [-0.14425, -2.93720, -6.95602], [-1.90318, -2.91275, -7.15889], [-1.21400, -2.61933, -5.56238], [-2.68882, -0.22379, -5.67962], [-3.17492, -0.92859, -7.22493], [-2.46597, 0.69214, -7.21068], [-1.27183, 0.64534, 4.55740], [-0.80592, -0.13488, 3.02628], [0.92326, -0.48227, 3.43460], [-2.21496, 1.15200, 4.28760], [-0.54316, 1.40285, 4.89842], [-1.46034, -0.08744, 5.34652], [1.42615, 0.26871, 4.05772], [1.04616, -1.46625, 3.88277], [1.36930, -0.48404, 2.43178]],
  "forces_ev_per_angstrom": [[0.22, -0.25, -0.23], [-0.41, -2.66, 3.79], [0.01, -0.06, 0.53], [-0.87, -0.57, -0.18], [0.86, 0.55, 0.19], [-0.11, 2.81, 0.42], [-0.15, -0.05, -0.53], [0.50, 0.23, -0.81], [0.07, -0.42, -1.84], [0.23, 0.03, -0.10], [-0.30, -0.14, -0.11], [0.57, -0.10, -0.11], [0.03, 0.14, 0.02], [0.05, -0.07, -0.34], [0.03, -0.15, -0.04], [-0.21, -0.27, -0.07], [-0.10, -0.05, 0.06], [0.06, 0.26, 0.19], [-0.24, -0.22, 0.07], [0.15, 0.14, -0.20], [-0.08, 0.98, -0.04], [-0.22, 0.02, 0.10], [-0.05, 0.17, -0.35], [0.20, 0.07, 0.05], [-0.03, -0.02, -0.33], [0.30, 0.00, 0.18], [-0.06, -0.03, 0.06], [-0.21, 0.17, 0.00], [-0.63, -0.33, -0.14], [0.06, -0.28, 0.01], [-0.07, 0.01, 0.20], [0.07, 0.06, -0.12], [0.18, -0.01, -0.13], [0.15, 0.07, -0.43], [0.07, 0.07, 0.01], [-0.07, -0.15, 0.23], [-0.73, 0.47, 0.16], [0.62, 0.18, 0.18], [0.10, -0.22, -0.87], [0.29, -0.09, 0.52], [-0.30, -0.35, -0.23], [0.03, 0.18, 0.04], [-0.39, 0.00, -0.23], [0.02, -0.02, 0.07], [0.36, -0.14, 0.40]],
  "mulliken_charge": [0.495, -0.516, -0.656, 0.204, -0.221, 0.007, 0.722, 0.684, 0.454, -1.589, 0.246, -1.542, 0.247, 0.468, 0.243, 0.359, 0.494, 0.257, 0.371, -1.369, -1.429, 0.206, 0.508, 0.257, 0.145, 0.196, 0.509, -1.575, 0.466, -1.356, 0.275, 0.442, 0.321, -0.033, 0.444, 0.258, -0.798, 0.028, -0.793, 0.271, 0.241, 0.261, 0.262, 0.259, 0.275],
  "total_energy_ha": -2268.92021,
  "relative_energy_ev": 0.000,
  "gap_ev": 4.381,
  "charge": -1
}



The max |F| results, record by record, are as follows: 2.85 3.11 4.65 eV/Å.